{"formula": "C20H18N2O", "method": "ωB97M-V/def2-TZVPD", "energy_ha": -957.11373, "lumo_ev": -6.64, "smiles": "c1ccc2c[n+](COC[n+]3ccc4ccccc4c3)ccc2c1", "total_charge": 2, "de_lowest_kj_mol": 0.0, "orbital_gap_ha": 0.2911, "spin_multiplicity": 1, "species": ["O", "C", "C", "C", "C", "C", "C", "C", "C", "C", "C", "C", "C", "C", "C", "C", "C", "C", "C", "N", "N", "C", "C", "H", "H", "H", "H", "H", "H", "H", "H", "H", "H", "H", "H", "H", "H", "H", "H", "H", "H"], "coordinates": [[-0.2771, -0.6407, 0.8003], [6.5542, 1.1141, 1.4889], [-5.5979, 0.3892, -3.9441], [5.7933, 1.9920, 2.2984], [-5.9807, -0.7692, -3.2647], [5.9160, 0.0141, 0.8394], [-4.4994, 1.1504, -3.4836], [3.9168, -1.2524, 0.4060], [-2.6799, 1.3950, -1.8960], [4.4454, 1.7146, 2.5214], [-5.2960, -1.1557, -2.0998], [2.5523, -1.5331, 0.7330], [-1.9640, 0.9107, -0.7773], [2.4904, 0.3085, 2.1762], [-3.4288, -0.9021, -0.5934], [4.5676, -0.2325, 1.0639], [-3.7617, 0.7059, -2.3929], [3.8317, 0.5975, 1.9138], [-4.1623, -0.4598, -1.7245], [1.8933, -0.7507, 1.6190], [-2.3454, -0.2078, -0.1324], [0.4705, -1.0677, 1.9212], [-1.6572, -0.7082, 1.0675], [7.6154, 1.2535, 1.2887], [-6.1420, 0.7673, -4.8227], [6.2901, 2.8451, 2.7774], [-6.8083, -1.3781, -3.6362], [6.4852, -0.6560, 0.2049], [-4.2658, 2.0461, -4.0486], [4.5344, -1.8829, -0.2574], [-2.3651, 2.3056, -2.4140], [3.7975, 2.2815, 3.1616], [-5.5994, -2.0593, -1.5417], [2.0529, -2.4010, 0.3038], [-1.1386, 1.5173, -0.4092], [1.9257, 0.9812, 2.7973], [-3.7417, -1.8183, -0.0966], [0.3119, -2.1334, 2.1254], [0.2270, -0.5373, 2.8425], [-1.9423, -0.0331, 1.9104], [-2.0181, -1.7105, 1.2740]], "atomic_forces_ev_per_a": [[-0.164, -0.215, 0.551], [-1.180, -1.751, -1.341], [1.239, 1.449, 0.191], [-0.696, -0.193, 0.425], [0.175, -0.915, 1.245], [1.815, 1.849, 1.181], [-1.809, -0.787, -1.489], [-2.813, -2.061, 0.217], [2.415, -0.056, 1.887], [1.022, 0.088, -0.212], [-1.649, -1.096, -1.695], [3.278, -0.426, -1.515], [-0.539, 2.491, -2.038], [0.413, 0.001, -0.398], [0.490, 0.895, -0.423], [0.547, 0.380, -0.390], [-0.654, 0.189, -0.524], [-0.508, 0.573, 0.686], [0.838, -0.554, 2.012], [-0.793, -0.055, 0.373], [-1.760, -1.893, -0.579], [0.613, 0.373, -0.045], [-0.182, 1.292, 0.182], [-0.264, 0.196, 0.256], [0.227, -0.442, 0.492], [-0.373, -0.384, -0.222], [0.205, 0.287, 0.234], [-0.009, 0.143, 0.022], [0.271, 0.004, 0.321], [-0.935, 0.177, 0.257], [0.100, -0.296, 0.484], [0.210, 0.583, 0.298], [0.132, 0.613, -0.416], [-0.107, 0.412, 0.235], [-0.109, -0.593, 0.180], [-0.360, -0.160, 0.229], [0.317, 0.266, 0.143], [0.423, 0.030, -0.280], [-0.187, 0.261, -0.084], [0.307, -0.442, -0.401], [0.055, -0.234, -0.050]]}

=====

{"formula": "C4H12NO3", "method": "ωB97M-V/def2-TZVPD", "energy_ha": -439.77111, "lumo_ev": -4.63, "total_charge": 1, "de_lowest_kj_mol": 271.6, "orbital_gap_ha": 0.3447, "spin_multiplicity": 1, "species": ["C", "C", "C", "C", "N", "O", "O", "O", "H", "H", "H", "H", "H", "H", "H", "H", "H", "H", "H", "H"], "coordinates": [[-0.2570, 2.0277, 0.1632], [-0.7663, -0.5415, -1.6037], [-0.1338, 0.5614, 0.6369], [0.3052, -0.1732, -0.6477], [0.7677, 0.2503, 1.7365], [-1.4258, 0.2081, 0.9579], [1.5828, -0.2119, -0.9894], [0.4594, -2.2645, 0.1840], [0.2984, 2.7064, 0.7672], [0.1909, 2.1625, -0.7997], [-1.3480, 2.0888, 0.1405], [-0.5991, -0.0837, -2.5750], [-1.7691, -0.1829, -1.1915], [-0.9518, -1.5918, -1.6417], [1.1595, -2.4575, -0.4606], [1.4849, 0.9795, 1.8729], [0.2766, 0.1553, 2.5435], [-1.4630, -0.3365, 1.7816], [1.6471, -0.4737, -1.8528], [0.5413, -2.8228, 0.9779]], "atomic_forces_ev_per_a": [[-0.166, -1.092, -0.428], [-1.564, 1.589, 0.692], [1.556, -0.277, 0.562], [0.498, -0.410, 0.098], [2.255, 1.315, -3.129], [-0.818, -1.330, 1.321], [-2.503, 1.731, 4.359], [-0.230, -0.211, -0.185], [-0.119, 0.504, 0.952], [-0.061, 0.181, -0.967], [0.408, 1.116, -0.144], [0.110, -0.223, -0.255], [1.490, -0.142, -0.574], [0.460, -0.889, -0.272], [-0.105, -0.536, 0.842], [-0.551, -0.647, -0.094], [-1.597, -0.203, 2.917], [0.055, 0.400, -1.138], [0.579, -1.172, -4.005], [0.305, 0.297, -0.552]]}

=====

{"formula": "C27H28NO", "method": "ωB97M-V/def2-TZVPD", "energy_ha": -1175.35092, "lumo_ev": -5.25, "total_charge": 1, "de_lowest_kj_mol": 137.9, "orbital_gap_ha": 0.1771, "spin_multiplicity": 1, "species": ["C", "C", "C", "C", "C", "C", "N", "C", "C", "O", "C", "C", "C", "C", "H", "H", "H", "H", "H", "H", "H", "H", "H", "H", "H", "H", "H", "H", "H", "C", "C", "C", "C", "C", "C", "C", "C", "C", "C", "C", "C", "C", "C", "C", "H", "H", "H", "H", "H", "H", "H", "H", "H", "H", "H", "H", "H"], "coordinates": [[-5.0371, -0.4125, -2.5142], [-4.6691, 0.8293, -1.9791], [-3.3441, 1.0793, -1.6331], [-2.3454, 0.0978, -1.8421], [-0.9496, 0.3744, -1.5292], [0.0899, -0.2357, -2.1970], [1.3928, 0.1519, -2.1594], [2.2688, -0.4349, -3.1884], [3.7358, -0.2109, -2.8528], [3.9828, 1.1543, -2.5072], [3.2353, 1.5699, -1.3606], [1.7271, 1.4424, -1.5733], [-2.7317, -1.1508, -2.3720], [-4.0645, -1.4032, -2.7027], [-6.0757, -0.6067, -2.7887], [-5.4205, 1.6068, -1.8360], [-3.0562, 2.0364, -1.1965], [-0.7512, 1.2851, -0.9654], [-0.0877, -1.1013, -2.8403], [2.0558, -1.5084, -3.2410], [2.0652, 0.0189, -4.1767], [4.0308, -0.9012, -2.0361], [4.3552, -0.3781, -3.7460], [3.5165, 0.9870, -0.4579], [3.5106, 2.6280, -1.2336], [1.3962, 2.2752, -2.2280], [1.2302, 1.5414, -0.6008], [-1.9730, -1.9260, -2.5037], [-4.3415, -2.3762, -3.1127], [1.2975, -1.1765, 1.3836], [2.5233, -1.1871, 2.1199], [3.5735, -2.0785, 1.7568], [4.7821, -2.0820, 2.4443], [4.9903, -1.1964, 3.5149], [3.9594, -0.3299, 3.9105], [2.7393, -0.3321, 3.2387], [0.2451, -0.2922, 1.6036], [-1.0236, -0.4908, 1.0580], [-2.1773, 0.2326, 1.5389], [-3.4593, -0.3755, 1.6023], [-4.5415, 0.3110, 2.1410], [-4.3909, 1.6330, 2.5838], [-3.1445, 2.2630, 2.4872], [-2.0447, 1.5706, 1.9846], [1.1723, -1.9294, 0.6025], [3.4055, -2.7631, 0.9232], [5.5747, -2.7727, 2.1499], [5.9448, -1.1880, 4.0455], [4.1081, 0.3503, 4.7508], [1.9324, 0.3216, 3.5728], [0.4068, 0.5639, 2.2678], [-1.2020, -1.4274, 0.5227], [-3.5707, -1.3982, 1.2335], [-5.5114, -0.1838, 2.2177], [-5.2417, 2.1689, 3.0071], [-3.0226, 3.2980, 2.8058], [-1.0705, 2.0582, 1.9070]], "atomic_forces_ev_per_a": [[0.216, 0.073, 0.024], [0.010, -0.313, -0.067], [0.416, -0.496, -0.028], [-0.908, -0.383, -0.084], [0.696, 0.181, -0.342], [-0.313, 0.467, 0.563], [-0.300, -0.575, 0.188], [0.096, 0.494, -0.226], [0.123, 0.297, 0.089], [-0.528, -0.456, 0.479], [0.285, -0.093, -0.203], [0.440, 0.451, -0.360], [-0.310, 0.290, 0.189], [0.102, 0.210, 0.075], [0.337, 0.066, 0.101], [0.192, -0.228, -0.021], [-0.087, -0.157, -0.158], [-0.076, -0.114, -0.265], [-0.044, 0.312, 0.160], [0.047, 0.202, -0.053], [-0.064, -0.113, 0.350], [0.087, 0.391, -0.204], [-0.212, -0.221, 0.396], [0.135, 0.167, -0.406], [-0.187, -0.428, 0.217], [-0.084, -0.414, 0.174], [0.097, -0.022, -0.240], [-0.353, 0.134, -0.014], [0.046, 0.304, 0.125], [-0.875, 0.495, -0.068], [1.142, 0.022, 0.631], [-0.420, 0.324, 0.115], [0.012, 0.152, 0.120], [-0.420, -0.070, -0.283], [-0.157, -0.066, -0.156], [0.178, -0.216, -0.321], [0.950, 0.018, -0.254], [-0.249, -0.723, 0.475], [-0.530, 0.561, -0.079], [0.503, 0.100, -0.264], [0.048, 0.101, 0.065], [0.228, -0.324, -0.138], [0.279, -0.115, -0.129], [-0.279, -0.175, 0.039], [-0.018, 0.029, 0.218], [0.122, 0.161, 0.206], [-0.276, 0.231, 0.082], [-0.331, -0.024, -0.188], [-0.041, -0.249, -0.249], [0.351, -0.160, -0.017], [-0.169, -0.475, -0.196], [0.010, 0.346, 0.020], [-0.040, 0.315, 0.123], [0.315, 0.175, -0.056], [0.246, -0.158, -0.163], [-0.076, -0.278, -0.057], [-0.361, -0.025, 0.058]]}

=====

{"formula": "C21H18N5O2PdS2", "method": "ωB97M-V/def2-TZVPD", "s2": 2.09, "energy_ha": -2159.24721, "lumo_ev": [-4.08, -5.53], "total_charge": 1, "de_lowest_kj_mol": 279.2, "orbital_gap_ha": [0.2625, 0.2093], "spin_multiplicity": 3, "species": ["Pd", "C", "S", "C", "S", "N", "N", "C", "C", "C", "C", "C", "C", "N", "H", "H", "H", "H", "H", "H", "H", "H", "O", "C", "O", "C", "C", "C", "C", "C", "C", "N", "C", "C", "C", "C", "C", "C", "N", "H", "H", "H", "H", "H", "H", "H", "H", "H", "H"], "coordinates": [[0.8894, -0.3831, 1.0892], [5.7285, -1.4866, 2.7405], [4.3386, -2.1790, 3.6475], [2.9721, -1.5937, 2.7695], [3.1551, -0.5905, 1.3655], [1.8258, -1.9970, 3.2877], [0.7675, -1.5018, 2.6424], [-0.4549, -1.8386, 2.9300], [-1.4983, -1.2448, 2.0713], [-2.8175, -1.7606, 2.0392], [-3.7772, -1.4580, 1.0549], [-3.5642, -0.9160, -0.1798], [-2.2181, -0.5886, -0.7874], [-1.0549, -0.2324, 1.3640], [6.6129, -1.8462, 3.2639], [5.7145, -0.4002, 2.7639], [5.7446, -1.8456, 1.7146], [-0.6499, -2.5438, 3.7285], [-3.1040, -2.4177, 2.8509], [-4.7974, -1.7433, 1.2856], [-4.4375, -0.7447, -0.7974], [-2.3944, -0.0579, -1.7268], [1.5954, 6.5271, -2.8535], [0.4692, 6.2043, -2.1972], [-0.3825, 7.0180, -1.9937], [0.3228, 4.7842, -1.7252], [1.4100, 3.9364, -1.4780], [1.1942, 2.6643, -1.0184], [-0.1301, 2.1783, -0.7768], [-1.2205, 3.0600, -1.0379], [-0.9833, 4.3295, -1.4880], [-0.2239, 0.9216, -0.3533], [-1.5057, 0.3994, 0.1528], [-1.4488, -1.8662, -1.1308], [-2.1070, -2.8527, -1.8619], [-1.4214, -4.0016, -2.2123], [-0.0984, -4.1367, -1.8223], [0.4772, -3.1084, -1.1003], [-0.1781, -1.9964, -0.7618], [2.1302, 5.7537, -3.0657], [2.4273, 4.2823, -1.6134], [2.0165, 1.9931, -0.8063], [-2.2434, 2.7426, -0.8901], [-1.7992, 5.0160, -1.6700], [-2.2152, 1.2018, 0.3710], [-3.1407, -2.7198, -2.1550], [-1.9122, -4.7788, -2.7831], [0.4778, -5.0162, -2.0726], [1.5093, -3.1660, -0.7735]], "atomic_forces_ev_per_a": [[-0.069, 0.873, -0.261], [0.041, -0.016, 0.004], [-0.041, 0.031, -0.041], [-0.032, 0.052, -0.006], [0.164, -0.246, 0.012], [0.041, -0.153, 0.198], [0.019, -0.119, 0.082], [0.021, 0.010, 0.033], [0.044, 0.180, 0.086], [-0.019, 0.005, 0.015], [-0.079, 0.017, -0.022], [0.043, -0.014, 0.044], [-0.061, 0.062, 0.036], [0.100, -0.691, -0.030], [-0.008, -0.004, -0.005], [-0.021, 0.002, 0.010], [0.000, -0.006, 0.000], [-0.010, -0.007, -0.009], [-0.016, 0.002, -0.013], [0.014, -0.002, 0.008], [0.013, -0.033, -0.019], [0.003, 0.020, -0.008], [0.015, 0.034, -0.010], [-0.024, -0.017, -0.012], [0.010, -0.004, 0.013], [0.052, -0.059, 0.019], [-0.054, 0.071, -0.016], [-0.063, -0.083, 0.052], [0.355, -0.090, -0.325], [-0.098, 0.019, -0.030], [-0.041, 0.043, -0.013], [-0.171, 0.224, 0.456], [-0.117, -0.100, -0.327], [-0.012, -0.098, -0.128], [0.000, 0.030, 0.010], [-0.017, 0.006, -0.005], [0.019, -0.015, -0.006], [0.038, 0.013, 0.019], [-0.144, 0.082, 0.031], [-0.004, -0.021, 0.013], [0.003, -0.007, 0.002], [0.012, 0.006, -0.011], [0.023, -0.011, 0.001], [0.005, -0.011, 0.001], [0.051, 0.008, 0.140], [0.011, 0.002, 0.000], [0.002, 0.006, 0.006], [-0.005, 0.006, 0.002], [0.005, 0.005, 0.006]]}